1.
Entry from the OMol25 dataset: a cluster of 12 separate species, C50H102NO38P5 in total at a distorted geometry (ωB97M-V/def2-TZVPD).

Summary:
Electronic energy   -179256.503 eV
Frontier orbital gap   9.853 eV
HOMO level   -9.92 eV

Bonds (Å) are listed after each position.
Element x y z (Å)
1 C -7.239 -23.193 21.329  C2 1.522, H12 1.092, H13 1.090, H14 1.086
2 C -7.195 -24.554 20.647  C1 1.522, O3 1.419, H15 1.091, H16 1.091
3 O -8.298 -25.376 20.995  C2 1.419, P4 1.582
4 P -8.306 -26.871 20.478  O3 1.582, O5 1.461, O6 1.579, O9 1.580
5 O -7.216 -27.702 20.985  P4 1.461
6 O -9.764 -27.342 20.859  P4 1.579, C7 1.441
7 C -10.860 -26.585 20.309  O6 1.441, C8 1.506, H17 1.093, H18 1.091
8 C -12.175 -27.017 20.902  C7 1.506, H19 1.092, H20 1.089, H21 1.090
9 O -8.325 -26.676 18.910  P4 1.580, C10 1.440
10 C -7.882 -27.720 18.024  O9 1.440, C11 1.516, H22 1.093, H23 1.087
11 C -8.536 -29.069 18.248  C10 1.516, H24 1.086, H25 1.097, H26 1.092
12 H -7.711 -23.251 22.312  C1 1.092
13 H -6.214 -22.905 21.561  C1 1.090
14 H -7.726 -22.443 20.714  C1 1.086
15 H -7.203 -24.395 19.568  C2 1.091
16 H -6.241 -25.005 20.924  C2 1.091
17 H -10.666 -25.553 20.612  C7 1.093
18 H -10.863 -26.606 19.218  C7 1.091
19 H -12.360 -28.078 20.721  C8 1.092
20 H -12.216 -26.901 21.984  C8 1.089
21 H -12.936 -26.401 20.423  C8 1.090
22 H -8.292 -27.436 17.051  C10 1.093
23 H -6.797 -27.658 18.006  C10 1.087
24 H -9.619 -29.000 18.199  C11 1.086
25 H -8.183 -29.742 17.456  C11 1.097
26 H -8.145 -29.572 19.134  C11 1.092
27 C -2.087 -25.839 7.431  C28 1.513, H38 1.095, H39 1.088, H40 1.087
28 C -1.037 -24.871 7.931  C27 1.513, O29 1.456, H41 1.092, H42 1.087
29 O 0.282 -25.253 7.447  C28 1.456, P30 1.585
30 P 0.712 -24.808 5.988  O29 1.585, O31 1.450, O32 1.577, O35 1.584
31 O 0.548 -23.407 5.653  P30 1.450
32 O -0.052 -25.774 5.003  P30 1.577, C33 1.474
33 C 0.343 -27.194 4.946  O32 1.474, C34 1.502, H43 1.088, H44 1.089
34 C -0.857 -28.065 4.705  C33 1.502, H45 1.089, H46 1.092, H47 1.094
35 O 2.188 -25.383 5.957  P30 1.584, C36 1.437
36 C 3.252 -24.619 6.547  O35 1.437, C37 1.518, H48 1.094, H49 1.090
37 C 4.443 -24.616 5.605  C36 1.518, H50 1.089, H51 1.092, H52 1.090
38 H -2.996 -25.794 8.040  C27 1.095
39 H -2.375 -25.533 6.427  C27 1.088
40 H -1.809 -26.886 7.522  C27 1.087
41 H -1.288 -23.873 7.566  C28 1.092
42 H -0.888 -24.875 9.008  C28 1.087
43 H 1.077 -27.222 4.144  C33 1.088
44 H 0.765 -27.396 5.930  C33 1.089
45 H -0.637 -29.066 4.339  C34 1.089
46 H -1.430 -28.188 5.626  C34 1.092
47 H -1.536 -27.598 3.986  C34 1.094
48 H 2.918 -23.581 6.633  C36 1.094
49 H 3.485 -25.016 7.534  C36 1.090
50 H 5.147 -23.807 5.791  C37 1.089
51 H 5.031 -25.535 5.658  C37 1.092
52 H 4.034 -24.533 4.597  C37 1.090
53 C 3.630 -35.456 18.841  C54 1.515, H64 1.084, H65 1.090, H66 1.092
54 C 2.788 -34.565 17.950  C53 1.515, O55 1.453, H67 1.101, H68 1.097
55 O 1.878 -33.763 18.749  C54 1.453, P56 1.580
56 P 0.366 -33.971 18.337  O55 1.580, O57 1.458, O58 1.579, O61 1.597
57 O -0.178 -35.306 18.556  P56 1.458
58 O -0.307 -32.762 19.098  P56 1.579, C59 1.441
59 C -1.726 -32.683 19.335  O58 1.441, C60 1.541, H69 1.093, H70 1.089
60 C -1.978 -33.222 20.757  C59 1.541, H71 1.093, H72 1.085, H73 1.091
61 O 0.351 -33.518 16.805  P56 1.597, C62 1.434
62 C -0.866 -33.353 16.066  O61 1.434, C63 1.517, H74 1.093, H75 1.088
63 C -1.315 -31.904 16.043  C62 1.517, H76 1.092, H77 1.097, H78 1.091
64 H 3.029 -36.192 19.363  C53 1.084
65 H 4.431 -35.888 18.240  C53 1.090
66 H 4.126 -34.757 19.519  C53 1.092
67 H 3.433 -33.876 17.384  C54 1.101
68 H 2.325 -35.043 17.079  C54 1.097
69 H -2.040 -31.638 19.399  C59 1.093
70 H -2.349 -33.156 18.577  C59 1.089
71 H -1.494 -34.201 20.812  C60 1.093
72 H -1.514 -32.584 21.502  C60 1.085
73 H -3.033 -33.413 20.960  C60 1.091
74 H -0.539 -33.525 15.038  C62 1.093
75 H -1.587 -34.112 16.366  C62 1.088
76 H -1.851 -31.620 15.135  C63 1.092
77 H -2.021 -31.548 16.803  C63 1.097
78 H -0.452 -31.254 16.193  C63 1.091
79 C 2.845 -21.401 17.318  C80 1.508, H90 1.086, H91 1.087, H92 1.102
80 C 1.589 -22.200 17.076  C79 1.508, O81 1.434, H93 1.099, H94 1.094
81 O 1.803 -23.553 17.500  C80 1.434, P82 1.572
82 P 0.641 -24.561 17.824  O81 1.572, O83 1.452, O84 1.579, O87 1.582
83 O -0.182 -24.158 18.951  P82 1.452
84 O -0.161 -24.685 16.470  P82 1.579, C85 1.455
85 C -0.818 -25.910 16.040  O84 1.455, C86 1.491, H95 1.098, H96 1.095
86 C -1.891 -25.614 15.048  C85 1.491, H97 1.094, H98 1.082, H99 1.093
87 O 1.376 -25.942 18.057  P82 1.582, C88 1.451
88 C 2.549 -26.301 17.283  O87 1.451, C89 1.514, H100 1.099, H101 1.091
89 C 2.596 -27.786 16.991  C88 1.514, H102 1.097, H103 1.085, H104 1.092
90 H 3.043 -21.249 18.374  C79 1.086
91 H 3.725 -21.692 16.750  C79 1.087
92 H 2.572 -20.409 16.923  C79 1.102
93 H 0.783 -21.736 17.662  C80 1.099
94 H 1.134 -22.145 16.083  C80 1.094
95 H 0.020 -26.532 15.701  C85 1.098
96 H -1.154 -26.475 16.916  C85 1.095
97 H -2.717 -25.099 15.547  C86 1.094
98 H -1.542 -25.104 14.159  C86 1.082
99 H -2.395 -26.569 14.878  C86 1.093
100 H 2.512 -25.810 16.300  C88 1.099
101 H 3.409 -25.889 17.811  C88 1.091
102 H 3.278 -27.884 16.137  C89 1.097
103 H 2.913 -28.381 17.840  C89 1.085
104 H 1.688 -28.163 16.517  C89 1.092
105 C -7.897 -27.061 14.337  C106 1.506, H116 1.093, H117 1.092, H118 1.088
106 C -6.446 -26.759 14.604  C105 1.506, O107 1.471, H119 1.086, H120 1.092
107 O -5.577 -27.919 14.351  C106 1.471, P108 1.575
108 P -4.784 -28.057 12.998  O107 1.575, O109 1.462, O110 1.605, O113 1.564
109 O -3.366 -27.699 13.030  P108 1.462
110 O -4.909 -29.625 12.680  P108 1.605, C111 1.436
111 C -3.711 -30.407 12.560  O110 1.436, C112 1.515, H121 1.098, H122 1.095
112 C -3.939 -31.791 13.133  C111 1.515, H123 1.087, H124 1.087, H125 1.095
113 O -5.684 -27.297 11.970  P108 1.564, C114 1.446
114 C -5.419 -25.937 11.558  O113 1.446, C115 1.520, H126 1.088, H127 1.094
115 C -4.705 -26.005 10.217  C114 1.520, H128 1.094, H129 1.092, H130 1.086
116 H -8.217 -28.048 14.682  C105 1.093
117 H -8.581 -26.405 14.877  C105 1.092
118 H -8.067 -27.038 13.263  C105 1.088
119 H -6.061 -25.865 14.120  C106 1.086
120 H -6.300 -26.670 15.682  C106 1.092
121 H -3.393 -30.427 11.509  C111 1.098
122 H -2.865 -29.951 13.083  C111 1.095
123 H -4.832 -32.223 12.687  C112 1.087
124 H -3.046 -32.407 13.066  C112 1.087
125 H -4.193 -31.653 14.189  C112 1.095
126 H -6.270 -25.261 11.500  C114 1.088
127 H -4.707 -25.545 12.291  C114 1.094
128 H -3.663 -26.289 10.394  C115 1.094
129 H -5.065 -26.855 9.634  C115 1.092
130 H -4.708 -25.103 9.612  C115 1.086
131 O -10.695 -29.041 11.757  C132 1.177
132 C -9.744 -29.507 11.242  O131 1.177, O133 1.354, O136 1.356
133 O -9.686 -30.318 10.159  C132 1.354, C134 1.436
134 C -8.320 -30.615 9.828  O133 1.436, C135 1.512, H137 1.084, H138 1.095
135 C -7.549 -30.022 10.985  C134 1.512, O136 1.411, H139 1.090, H140 1.097
136 O -8.503 -29.330 11.761  C132 1.356, C135 1.411
137 H -8.174 -31.660 9.584  C134 1.084
138 H -8.044 -30.053 8.930  C134 1.095
139 H -6.730 -29.344 10.744  C135 1.090
140 H -7.050 -30.804 11.571  C135 1.097
141 O -5.378 -28.084 7.473  C142 1.178
142 C -4.852 -29.138 7.434  O141 1.178, O143 1.336, O146 1.359
143 O -5.457 -30.325 7.524  C142 1.336, C144 1.443
144 C -4.513 -31.325 7.084  O143 1.443, C145 1.516, H147 1.083, H148 1.093
145 C -3.215 -30.676 7.523  C144 1.516, O146 1.422, H149 1.086, H150 1.087
146 O -3.507 -29.299 7.327  C142 1.359, C145 1.422
147 H -4.853 -32.251 7.530  C144 1.083
148 H -4.566 -31.437 5.998  C144 1.093
149 H -2.438 -31.007 6.840  C145 1.086
150 H -2.984 -30.907 8.560  C145 1.087
151 O -14.448 -28.942 17.243  C152 1.167
152 C -13.601 -29.191 16.480  O151 1.167, O153 1.339, O156 1.332
153 O -12.965 -28.246 15.776  C152 1.339, C154 1.431
154 C -11.962 -28.769 14.900  O153 1.431, C155 1.553, H157 1.085, H158 1.083
155 C -12.071 -30.290 15.194  C154 1.553, O156 1.443, H159 1.086, H160 1.084
156 O -13.113 -30.395 16.186  C152 1.332, C155 1.443
157 H -12.316 -28.554 13.896  C154 1.085
158 H -10.978 -28.382 15.132  C154 1.083
159 H -11.181 -30.689 15.670  C155 1.086
160 H -12.422 -30.880 14.355  C155 1.084
161 O -8.989 -24.431 17.419  C162 1.191
162 C -9.929 -23.967 16.855  O161 1.191, O163 1.359, O166 1.358
163 O -10.276 -24.192 15.560  C162 1.359, C164 1.451
164 C -11.390 -23.328 15.215  O163 1.451, C165 1.534, H167 1.090, H168 1.081
165 C -11.979 -23.042 16.601  C164 1.534, O166 1.415, H169 1.087, H170 1.086
166 O -10.810 -23.087 17.398  C162 1.358, C165 1.415
167 H -10.926 -22.444 14.779  C164 1.090
168 H -12.008 -23.871 14.513  C164 1.081
169 H -12.686 -23.822 16.876  C165 1.087
170 H -12.482 -22.079 16.586  C165 1.086
171 O -0.244 -29.808 8.372  C172 1.184
172 C -0.232 -29.234 9.407  O171 1.184, O173 1.349, O176 1.344
173 O 0.348 -29.713 10.527  C172 1.349, C174 1.451
174 C 0.363 -28.661 11.526  O173 1.451, C175 1.520, H177 1.084, H178 1.090
175 C -0.766 -27.774 11.025  C174 1.520, O176 1.440, H179 1.092, H180 1.093
176 O -0.738 -28.005 9.605  C172 1.344, C175 1.440
177 H 0.187 -29.076 12.512  C174 1.084
178 H 1.324 -28.149 11.467  C174 1.090
179 H -0.683 -26.705 11.236  C175 1.092
180 H -1.788 -27.942 11.375  C175 1.093
181 O -2.417 -24.245 11.229  C182 1.187
182 C -1.894 -23.214 10.959  O181 1.187, O183 1.340, O186 1.346
183 O -0.575 -22.977 10.965  C182 1.340, C184 1.437
184 C -0.290 -21.651 10.491  O183 1.437, C185 1.554, H187 1.088, H188 1.084
185 C -1.686 -21.104 10.082  C184 1.554, O186 1.434, H189 1.089, H190 1.089
186 O -2.576 -22.142 10.512  C182 1.346, C185 1.434
187 H 0.097 -21.019 11.288  C184 1.088
188 H 0.419 -21.790 9.683  C184 1.084
189 H -1.689 -20.836 9.026  C185 1.089
190 H -2.034 -20.255 10.668  C185 1.089
191 C -5.772 -34.764 11.072  C192 1.459, H194 1.092, H195 1.087, H196 1.089
192 C -5.451 -33.458 10.506  C191 1.459, N193 1.146
193 N -5.208 -32.429 10.064  C192 1.146
194 H -6.783 -35.028 10.756  C191 1.092
195 H -5.676 -34.708 12.153  C191 1.087
196 H -5.154 -35.553 10.647  C191 1.089


2.
Entry from the OMol25 dataset: a cluster of 4 separate species, C29H52ClFI2N2O9P in total at a distorted geometry (ωB97M-V/def2-TZVPD).

Summary:
Electronic energy   -93035.996 eV
Frontier orbital gap   6.338 eV
Net charge   +1
HOMO level   -11.13 eV

Bonds (Å) are listed after each position.
Element x y z (Å)
1 C 1.299 1.858 4.532  C2 1.672, H28 1.194, H29 1.175, H30 1.175
2 C 0.982 1.415 2.951  C1 1.672, O3 1.493, H31 1.170, H32 1.170
3 O 1.019 2.665 2.136  C2 1.493, P4 1.756
4 P 0.498 2.315 0.495  O3 1.756, O5 1.612, C6 1.948, O25 1.742
5 O 0.665 0.720 0.332  P4 1.612
6 C -1.403 2.651 0.231  P4 1.948, C7 1.640, H33 1.190, H34 1.180
7 C -2.150 1.229 0.560  C6 1.640, C8 1.658, H35 1.191, H36 1.170
8 C -3.805 1.307 0.521  C7 1.658, C9 1.659, H37 1.170, H38 1.181
9 C -4.318 -0.248 0.252  C8 1.659, C10 1.673, N20 1.497
10 C -3.430 -1.495 0.928  C9 1.673, C11 1.646, H39 1.171
11 C -4.051 -2.962 0.514  C10 1.646, C12 1.659, C17 1.627
12 C -3.321 -4.364 1.019  C11 1.659, I13 2.187, C14 1.669, H40 1.185
13 I -2.037 -4.135 2.774  C12 2.187
14 C -2.455 -5.009 -0.254  C12 1.669, C15 1.663, I16 2.207, H41 1.194
15 C -1.699 -6.425 0.178  C14 1.663, H42 1.193, H43 1.190, H44 1.170
16 I -0.864 -3.617 -0.887  C14 2.207
17 C -5.387 -3.093 -0.406  C11 1.627, Cl18 1.876, N19 1.482
18 Cl -6.048 -4.789 -0.859  C17 1.876
19 N -6.046 -1.859 -0.894  C17 1.482, N20 1.352
20 N -5.497 -0.666 -0.570  C9 1.497, N19 1.352, C21 1.549
21 C -6.257 0.536 -1.186  N20 1.549, C22 1.659, H45 1.170, H46 1.194
22 C -5.504 1.011 -2.586  C21 1.659, C23 1.673, H47 1.176, H48 1.170
23 C -5.487 -0.228 -3.708  C22 1.673, F24 1.507, H49 1.179, H50 1.172
24 F -6.904 -0.698 -3.915  C23 1.507
25 O 1.499 3.028 -0.738  P4 1.742, C26 1.501
26 C 2.396 1.976 -1.325  O25 1.501, C27 1.672, H51 1.193, H52 1.190
27 C 3.531 2.662 -2.343  C26 1.672, H53 1.173, H54 1.181, H55 1.179
28 H 2.220 1.208 4.926  C1 1.194
29 H 0.332 1.637 5.162  C1 1.175
30 H 1.593 2.995 4.496  C1 1.175
31 H 1.821 0.649 2.671  C2 1.170
32 H -0.066 0.894 2.954  C2 1.170
33 H -1.587 2.894 -0.919  C6 1.190
34 H -1.724 3.548 0.928  C6 1.180
35 H -1.852 0.476 -0.314  C7 1.191
36 H -1.808 0.871 1.621  C7 1.170
37 H -4.074 2.052 -0.340  C8 1.170
38 H -4.273 1.708 1.528  C8 1.181
39 H -2.490 -1.334 1.607  C10 1.171
40 H -4.205 -5.091 1.320  C12 1.185
41 H -3.168 -5.196 -1.194  C14 1.194
42 H -1.378 -6.939 -0.849  C15 1.193
43 H -2.452 -7.185 0.701  C15 1.190
44 H -0.707 -6.260 0.778  C15 1.170
45 H -6.428 1.403 -0.420  C21 1.170
46 H -7.346 0.187 -1.527  C21 1.194
47 H -6.092 1.894 -3.094  C22 1.176
48 H -4.384 1.249 -2.344  C22 1.170
49 H -5.126 0.140 -4.768  C23 1.179
50 H -4.776 -1.107 -3.397  C23 1.172
51 H 1.783 1.200 -1.992  C26 1.193
52 H 3.039 1.428 -0.488  C26 1.190
53 H 3.270 2.465 -3.470  C27 1.173
54 H 3.564 3.818 -2.107  C27 1.181
55 H 4.583 2.218 -2.051  C27 1.179
56 O 5.817 3.430 -0.024  C57 1.231
57 C 6.410 2.602 0.667  O56 1.231, O58 1.352, C61 1.500
58 O 6.435 1.300 0.305  C57 1.352, C59 1.439
59 C 7.262 0.298 0.922  O58 1.439, C60 1.515, H62 1.095, H63 1.096
60 C 6.579 -0.293 2.139  C59 1.515, H64 1.093, H65 1.094, H66 1.096
61 C 7.031 3.003 1.972  C57 1.500, H67 1.092, H68 1.095, H69 1.089
62 H 8.259 0.691 1.148  C59 1.095
63 H 7.405 -0.489 0.174  C59 1.096
64 H 6.406 0.463 2.909  C60 1.093
65 H 7.184 -1.095 2.570  C60 1.094
66 H 5.598 -0.699 1.868  C60 1.096
67 H 6.273 2.971 2.757  C61 1.092
68 H 7.408 4.027 1.878  C61 1.095
69 H 7.886 2.391 2.257  C61 1.089
70 O -13.100 0.053 -4.607  C71 1.231
71 C -12.025 -0.543 -4.668  O70 1.231, O72 1.352, C75 1.500
72 O -11.853 -1.556 -5.546  C71 1.352, C73 1.439
73 C -10.587 -2.175 -5.839  O72 1.439, C74 1.515, H76 1.095, H77 1.096
74 C -10.288 -3.287 -4.854  C73 1.515, H78 1.093, H79 1.094, H80 1.096
75 C -10.922 -0.225 -3.703  C71 1.500, H81 1.092, H82 1.095, H83 1.089
76 H -9.786 -1.430 -5.891  C73 1.095
77 H -10.676 -2.601 -6.845  C73 1.096
78 H -10.202 -2.907 -3.833  C74 1.093
79 H -9.355 -3.793 -5.116  C74 1.094
80 H -11.099 -4.023 -4.850  C74 1.096
81 H -11.073 -0.793 -2.782  C75 1.092
82 H -10.956 0.846 -3.476  C75 1.095
83 H -9.925 -0.419 -4.098  C75 1.089
84 O 9.161 2.417 4.284  C85 1.231
85 C 10.295 2.089 3.936  O84 1.231, O86 1.352, C89 1.500
86 O 10.507 1.557 2.711  C85 1.352, C87 1.439
87 C 11.806 1.334 2.134  O86 1.439, C88 1.515, H90 1.095, H91 1.096
88 C 12.364 -0.010 2.559  C87 1.515, H92 1.093, H93 1.094, H94 1.096
89 C 11.444 2.180 4.896  C85 1.500, H95 1.092, H96 1.095, H97 1.089
90 H 12.486 2.162 2.357  C87 1.095
91 H 11.666 1.336 1.047  C87 1.096
92 H 12.509 -0.060 3.641  C88 1.093
93 H 13.324 -0.201 2.071  C88 1.094
94 H 11.668 -0.814 2.296  C88 1.096
95 H 11.476 1.275 5.507  C89 1.092
96 H 11.287 3.048 5.545  C89 1.095
97 H 12.408 2.334 4.412  C89 1.089